# 1
The following is a DFT calculation (wB97M-V/def2-TZVPD) of a 2-piece molecular cluster, C20H44BCl3IN4O12P2 overall.

Its net charge is +1. As for the multiplicity: 1. As for the HOMO-LUMO gap: 6.669 eV. The calculation puts the electronic energy at -116889.2826 eV.

Geometry (Å):
C 4.96924 -1.41952 -0.37930
C 3.37602 -1.81026 -0.04289
O 2.73758 -0.58317 0.37757
C 1.31456 -0.67718 0.70756
P 1.27700 -0.50593 2.65333
C -0.46391 -1.00406 3.33726
O 2.50457 -1.57600 3.36555
C 0.50965 -1.99268 0.20146
C 0.64376 -3.33747 1.16406
C 0.53668 -4.73890 0.25653
O -0.72685 -5.45684 0.48899
N -1.01803 -1.77775 0.11378
C -1.17400 -0.62773 -0.83282
N -1.65405 -0.63546 -2.11533
C -2.06723 -1.93616 -2.76203
C -2.01620 -1.95231 -4.40016
O -0.71727 -1.57648 -4.98102
C -2.52095 -3.48081 -4.85432
N -1.44887 -4.52806 -4.63010
O -1.79423 0.48826 -2.88939
B -3.17251 1.04360 -2.73023
O -4.23242 0.36682 -1.93227
O -3.40740 2.36390 -3.41219
N -0.73268 0.73138 -0.28057
C -1.68198 1.25370 0.75983
O -2.17381 2.61655 0.39660
C -2.98677 3.18275 1.49572
O -4.13017 2.35121 1.90361
C -4.60427 2.67422 3.25811
C -4.10419 1.56733 4.39301
O -3.14471 2.16292 5.33936
C 0.71298 0.76848 0.10068
C 1.18139 2.07470 0.99343
C 1.04437 3.51985 0.21216
C 2.51359 4.10985 -0.32890
I 3.35204 5.20071 1.42883
P 1.67514 0.96805 -1.58671
O 0.78795 2.07028 -2.65625
O 1.70707 -0.52464 -2.47776
H 5.50975 -2.39244 -0.80710
H 4.95567 -0.61809 -1.23351
H 5.49604 -1.04461 0.60624
H 3.44624 -2.67054 0.75439
H 2.97845 -2.29373 -1.04446
H -0.66592 -0.30546 4.28408
H -0.41520 -2.10418 3.75679
H -1.33235 -0.85955 2.56718
H 1.93112 -2.20337 3.93203
H 0.79682 -2.37539 -0.89240
H -0.31450 -3.36653 1.86274
H 1.65655 -3.41909 1.73733
H 1.45026 -5.43574 0.58038
H 0.67193 -4.55165 -0.89051
H -1.45231 -4.76313 0.50236
H -1.50743 -2.64937 -0.15694
H -3.16201 -2.18673 -2.35690
H -1.35531 -2.78068 -2.35677
H -2.88236 -1.22644 -4.78477
H -0.92351 -1.38964 -5.96012
H -3.01310 -3.49926 -5.91592
H -3.39650 -3.73954 -4.08552
H -1.92854 -5.46498 -4.61140
H -0.84398 -4.47591 -5.50226
H -4.69781 1.10737 -1.40406
H -3.01029 2.30284 -4.33272
H -1.31498 1.20403 1.86765
H -2.65358 0.56133 0.70998
H -2.23425 3.37817 2.38941
H -3.45026 4.19238 1.06545
H -4.31072 3.77827 3.52476
H -5.79382 2.58174 3.21985
H -5.02079 1.17246 5.01140
H -3.61103 0.61600 3.86784
H -2.19725 1.85956 5.13744
H 0.61539 2.20353 2.00938
H 2.33291 1.94139 1.27878
H 0.20717 3.55682 -0.60481
H 0.71120 4.31720 1.03731
H 3.28961 3.25861 -0.54538
H 2.40134 4.90359 -1.18117
H 1.03739 1.71640 -3.57707
H 2.67166 -0.69472 -2.69429
C 7.80522 4.47811 2.73088
Cl 7.60187 5.63085 1.40080
Cl 7.14948 5.14339 4.23652
Cl 7.02634 2.93497 2.34137
H 8.87429 4.29862 2.87057

# 2
The following is a DFT calculation (wB97M-V/def2-TZVPD) of C14H22NiO5P as an isolated structure.

The value obtained for the energy above the lowest of the compared OMol25 structures with the same formula, charge and spin is 0.0 kcal per mole. Its net charge is +1. The expectation value of S² is 2.04. As for the multiplicity: 3. As for the HOMO-LUMO gap (alpha / beta): 6.362 / 7.955 eV. The calculation puts the electronic energy at -75433.5783 eV.

Geometry (Å):
O 0.19819 2.79753 -2.80585
C 0.10186 1.86407 -2.14114
Ni 0.03748 -0.27396 -2.08810
C -0.39011 -2.10596 -2.18014
O -0.44400 -3.10287 -2.77332
C -0.42608 -0.23264 -4.11134
O -0.27246 -1.13351 -4.92851
C 1.94099 -0.27849 -2.37687
O 2.74617 0.03358 -3.14563
C -1.57846 -0.38780 -2.96510
O -2.74849 -0.32840 -3.12486
H -0.28713 0.84694 -4.33829
C 1.18724 -2.59151 0.59032
C 0.15233 -1.61956 1.15695
C 0.46779 -1.31968 2.62547
P -0.11316 -0.11466 0.08980
C -1.84664 0.43990 0.54698
C -2.26072 0.30604 2.01898
C -2.16470 1.83354 0.00075
C 1.15609 1.11602 0.63255
C 0.84856 1.90901 1.90694
C 2.55757 0.47008 0.66640
H 2.19259 -2.16681 0.62758
H 0.97647 -2.89668 -0.43847
H 1.20027 -3.50143 1.20972
H -0.83213 -2.11149 1.09631
H 1.49500 -0.96805 2.78185
H -0.22547 -0.60368 3.06970
H 0.35579 -2.25581 3.19057
H -2.43235 -0.28840 -0.03853
H -1.67624 1.01352 2.61247
H -3.31807 0.58735 2.12849
H -2.15618 -0.71191 2.42315
H -2.01402 1.91271 -1.08481
H -3.21226 2.05552 0.23351
H -1.55808 2.59929 0.48464
H 1.15157 1.84238 -0.21023
H 0.84665 1.26074 2.79028
H 1.64422 2.65345 2.05643
H -0.09933 2.45701 1.85046
H 2.75765 -0.09955 -0.25477
H 3.31159 1.27118 0.67590
H 2.72997 -0.17704 1.53975

# 3
The following is a DFT calculation (wB97M-V/def2-TZVPD) of an isolated ion of composition C5H8F3N4O and charge +1.

The value obtained for the energy above the lowest of the compared OMol25 structures with the same formula, charge and spin is 0.0 kcal per mole. Its net charge is +1. As for the multiplicity: 1. As for the HOMO-LUMO gap: 10.994 eV. As for the structure (SMILES): Nc1nc(C[C@@H](O)C(F)(F)F)[nH][nH+]1. The calculation puts the electronic energy at -21469.0752 eV.

Geometry (Å):
N 2.70663 2.28062 0.40702
C 2.00215 1.18198 0.07358
N 0.77790 1.15379 -0.45319
C 0.47898 -0.13055 -0.63491
C -0.82239 -0.63550 -1.14101
C -1.98686 -0.21849 -0.21751
O -3.20106 -0.63585 -0.78655
C -1.85846 -0.89713 1.15077
F -0.82970 -0.33518 1.84022
F -2.94502 -0.78026 1.87326
F -1.56844 -2.20850 1.03250
N 1.49318 -0.90342 -0.22640
N 2.47492 -0.07707 0.19767
H 3.10187 2.42965 1.31871
H 2.70077 3.05324 -0.23960
H -0.99336 -0.23057 -2.14114
H -0.80527 -1.72353 -1.21064
H -1.96315 0.86109 -0.04877
H -3.68053 0.12229 -1.14154
H 1.55586 -1.91150 -0.21221
H 3.36198 -0.39511 0.55976